A 13-piece molecular cluster, H26O13 overall at a distorted geometry. Source: the Open Molecules 2025 dataset; level of theory: ωB97M-V with the def2-TZVPD basis set.

Results
Gap between HOMO and LUMO: 10.30 eV
E: -27039.0809 eV
ΔE to the lowest compared entry with this formula, charge and spin: 2.866 eV
F_max: 2.99 eV/Å
E_HOMO: -10.478 eV

Structure (XYZ):
```
39
Properties=species:S:1:pos:R:3:lowdin_charge:R:1
O 2.953 -0.113 -1.752 -0.042
H 3.664 -0.363 -2.337 0.074
H 3.416 0.020 -0.904 0.068
O 2.550 -0.377 1.661 -0.042
H 2.970 -0.582 2.497 0.060
H 1.636 -0.654 1.585 0.033
O -3.057 0.147 -0.239 -0.067
H -3.406 0.923 -0.687 0.070
H -2.103 0.281 -0.326 0.053
O -2.012 -1.872 0.802 -0.071
H -2.002 -1.659 1.750 0.014
H -2.936 -1.823 0.527 0.027
O 2.917 1.927 0.033 -0.101
H 2.564 1.256 0.649 -0.005
H 2.464 1.880 -0.833 -0.025
O -0.890 2.017 3.618 -0.072
H -0.859 2.820 3.113 0.001
H -1.441 1.256 3.460 -0.039
O -0.136 0.126 -3.036 -0.065
H -0.703 -0.534 -2.623 -0.005
H 0.363 0.499 -2.285 0.014
O 1.274 -2.940 1.287 -0.057
H 0.939 -3.123 0.395 0.036
H 0.525 -3.022 1.897 0.041
O 1.327 -2.066 -2.332 -0.076
H 1.608 -2.832 -1.840 0.013
H 2.002 -1.371 -2.170 -0.025
O 1.915 2.734 -2.357 -0.049
H 2.682 2.382 -2.831 0.059
H 1.184 2.356 -2.876 0.049
O -2.505 -0.104 3.090 -0.049
H -3.340 -0.458 2.726 0.074
H -2.640 -0.510 3.960 0.079
O -2.543 -1.783 -2.349 -0.050
H -2.831 -1.245 -1.596 -0.014
H -2.664 -2.671 -2.006 0.040
O -1.166 2.894 0.894 -0.059
H -1.498 3.792 0.766 0.052
H -0.220 2.794 0.671 0.056
```


C28H29BiF3N6O2S2Se as an isolated structure. Source: the Open Molecules 2025 dataset; level of theory: ωB97M-V with the def2-TZVPD basis set.

Results
Gap between HOMO and LUMO: 7.74 eV
E: -143554.7711 eV
Charge: -1
ΔE to the lowest compared entry with this formula, charge and spin: 0.000 eV
F_max: 0.46 eV/Å
E_HOMO: -5.509 eV

Structure (XYZ):
```
72
Properties=species:S:1:pos:R:3:lowdin_charge:R:1
Bi 0.071 0.441 0.914 1.554
C 0.489 -4.915 1.646 -0.087
C 1.504 -4.109 2.453 -0.371
C 0.866 -3.578 3.741 -0.074
C 2.138 -2.980 1.654 -0.209
C 1.969 -2.850 0.281 -0.051
C 2.559 -1.806 -0.426 -0.074
C 3.351 -0.862 0.214 -0.307
C 3.965 0.290 -0.537 -0.040
C 3.540 -0.999 1.589 -0.070
C 2.938 -2.027 2.293 -0.038
H 0.027 -5.675 2.281 0.074
H 0.953 -5.431 0.805 0.076
H -0.300 -4.273 1.252 0.059
H 2.309 -4.798 2.735 0.137
H 0.194 -2.746 3.517 0.054
H 1.605 -3.209 4.450 0.069
H 0.300 -4.369 4.240 0.073
H 1.350 -3.550 -0.263 0.101
H 2.368 -1.709 -1.488 0.091
H 5.050 0.182 -0.600 0.082
H 3.767 1.234 -0.022 0.072
H 3.565 0.345 -1.549 0.054
H 4.131 -0.265 2.123 0.091
H 3.091 -2.075 3.363 0.108
C 0.618 6.408 -3.376 -0.054
C 0.521 4.906 -3.365 -0.274
C -0.589 4.253 -3.889 -0.040
C -0.685 2.869 -3.861 -0.054
C 0.344 2.126 -3.300 -0.278
C 1.467 2.759 -2.785 -0.054
C 1.548 4.139 -2.822 -0.038
S 0.171 0.375 -3.127 0.569
O -0.630 -0.071 -4.246 -0.323
O 1.504 -0.155 -2.985 -0.329
N -0.550 0.182 -1.725 -0.198
C -1.891 0.336 -1.521 -0.440
C -2.930 0.360 -2.475 -0.019
C -4.219 0.559 -2.042 -0.072
C -4.499 0.719 -0.684 -0.079
C -3.443 0.647 0.193 -0.167
N -2.186 0.449 -0.209 -0.063
H -0.309 6.860 -3.727 0.070
H 1.426 6.746 -4.027 0.078
H 0.822 6.789 -2.374 0.081
H -1.396 4.836 -4.317 0.108
H -1.549 2.366 -4.272 0.105
H 2.258 2.165 -2.347 0.099
H 2.416 4.633 -2.400 0.119
H -2.691 0.216 -3.517 0.088
H -5.023 0.589 -2.769 0.104
H -5.503 0.886 -0.321 0.094
H -3.578 0.744 1.263 0.062
Se -1.523 0.211 3.142 0.516
C -0.984 1.628 4.207 -0.807
N -0.742 2.479 4.945 0.042
N -2.519 -3.054 2.566 -0.032
C -3.310 -4.070 2.175 -0.116
C -3.470 -3.939 0.816 -0.074
C -2.731 -2.786 0.484 -0.161
N -2.157 -2.257 1.554 -0.027
H -2.209 -2.817 3.495 0.118
H -3.681 -4.799 2.875 0.109
H -4.036 -4.576 0.161 0.088
H -2.594 -2.322 -0.480 0.101
S 3.957 2.628 3.290 0.475
C 2.585 1.936 2.753 -0.975
N 1.608 1.406 2.383 -0.134
F -1.026 2.999 -0.553 0.052
C -0.304 2.714 0.556 -0.727
F 0.866 3.373 0.410 0.042
F -0.955 3.291 1.583 0.044
```


Which E_LUMO belongs to each record? In order, -0.2 2.2 eV.